# C33H52O17

A 9-piece molecular cluster, C33H52O17 overall (ωB97M-V with the def2-TZVPD basis set, the Open Molecules 2025 dataset).

Geometry as ORCA input:
```
! wB97M-V def2-TZVPD RIJCOSX def2/J DEFGRID3
* xyz 0 1
O -1.029 -2.022 0.777
C -0.470 -0.997 0.506
C 0.917 -0.511 0.796
C 0.687 1.016 0.614
C -0.381 1.111 -0.429
O -1.046 -0.150 -0.380
H 1.267 -0.852 1.770
H 1.661 -0.920 0.113
H 0.268 1.488 1.507
H 1.639 1.503 0.407
H -0.905 2.052 -0.243
H -0.018 1.208 -1.456
O -2.172 3.939 -1.574
C -3.343 3.876 -1.304
C -4.034 3.066 -0.257
C -5.455 2.922 -0.865
C -5.574 4.343 -1.441
O -4.275 4.589 -1.961
H -3.606 2.080 -0.097
H -4.072 3.667 0.651
H -5.653 2.215 -1.667
H -6.197 2.750 -0.086
H -6.281 4.500 -2.258
H -5.866 5.080 -0.683
O -5.536 0.130 1.261
C -5.131 -0.900 0.803
C -4.898 -2.214 1.554
C -4.245 -3.102 0.481
C -4.155 -2.282 -0.800
O -4.627 -0.999 -0.432
H -4.326 -2.021 2.456
H -5.877 -2.623 1.802
H -3.315 -3.524 0.867
H -4.792 -4.044 0.398
H -3.212 -2.135 -1.323
H -4.847 -2.731 -1.523
O -2.071 -6.541 1.899
C -1.589 -5.508 2.286
C -0.216 -4.956 2.058
C 0.018 -3.981 3.167
C -1.390 -3.685 3.669
O -2.256 -4.621 3.028
H 0.525 -5.728 1.872
H -0.433 -4.494 1.082
H 0.744 -4.423 3.850
H 0.436 -3.054 2.771
H -1.442 -3.710 4.760
H -1.781 -2.704 3.392
O 0.953 1.541 -3.670
C 1.607 1.727 -4.652
C 2.918 2.513 -4.705
C 3.270 2.381 -6.199
C 1.962 2.074 -6.898
O 1.188 1.387 -5.892
H 2.674 3.553 -4.493
H 3.669 2.153 -4.011
H 3.630 3.359 -6.526
H 4.002 1.608 -6.419
H 1.493 2.967 -7.308
H 2.124 1.316 -7.662
O -1.773 3.807 2.011
C -0.989 4.615 1.610
C -1.301 5.983 1.023
C 0.042 6.712 1.135
C 1.048 5.554 1.240
O 0.357 4.392 1.678
H -1.481 5.710 -0.021
H -2.167 6.351 1.560
H 0.122 7.259 0.198
H 0.124 7.391 1.982
H 1.428 5.389 0.222
H 1.972 5.726 1.790
O 6.188 -1.799 4.961
C 4.986 -1.705 4.896
C 4.177 -1.179 3.727
C 2.740 -1.080 4.326
C 2.806 -1.763 5.716
O 4.228 -2.049 5.918
H 4.708 -0.252 3.522
H 4.204 -1.892 2.905
H 2.663 0.006 4.400
H 1.964 -1.441 3.662
H 2.667 -1.136 6.598
H 2.300 -2.713 5.878
O 3.111 -4.568 -2.891
C 2.574 -3.507 -2.821
C 1.099 -3.215 -2.794
C 1.037 -1.782 -3.248
C 2.379 -1.217 -2.787
O 3.293 -2.341 -2.817
H 0.684 -3.948 -3.487
H 0.683 -3.437 -1.811
H 0.773 -1.630 -4.297
H 0.145 -1.332 -2.799
H 2.838 -0.486 -3.448
H 2.171 -0.696 -1.850
C 4.775 -2.548 -0.016
O 3.546 -2.661 0.668
H 4.720 -3.209 -0.891
H 4.972 -1.611 -0.538
H 5.664 -2.812 0.561
H 3.390 -3.566 0.943
*
```

Lowest unoccupied orbital energy = 0.27 eV
Kohn-Sham gap = 10.272 eV
ΔE to the lowest compared entry with this formula, charge and spin = 0.264 eV
SMILES string = O=C1CCCO1.O=C1CCCO1.O=C1CCCO1.O=C1CCCO1.O=C1CCCO1.O=C1CCCO1.O=C1CCCO1.O=C1CCCO1.CO
Largest force on an atom = 2.3 eV Å⁻¹


# C4H8O3

A 3-piece molecular cluster, C4H8O3 overall (ωB97M-V with the def2-TZVPD basis set, the Open Molecules 2025 dataset).

Geometry as ORCA input:
```
! wB97M-V def2-TZVPD RIJCOSX def2/J DEFGRID3
* xyz 0 1
C -0.746 1.315 -0.305
C 0.315 0.589 0.453
O 1.573 1.013 0.117
C 0.108 -0.364 1.368
O -1.152 -0.662 1.835
C -0.778 -2.141 -1.030
O -1.474 -2.588 -0.248
H -0.553 1.222 -1.380
H -1.731 0.905 -0.075
H -0.737 2.383 -0.059
H 1.768 0.281 -2.162
H 2.212 0.602 0.715
H 0.945 -0.888 1.836
H -1.310 -1.609 1.725
H 1.560 -0.058 -2.792
*
```

Lowest unoccupied orbital energy = 0.85 eV
Kohn-Sham gap = 9.311 eV
ΔE to the lowest compared entry with this formula, charge and spin = 2.920 eV
Largest force on an atom = 1.4 eV Å⁻¹


# C5H10S

One molecule with the formula C5H10S (ωB97M-V with the def2-TZVPD basis set, the Open Molecules 2025 dataset).

Geometry as ORCA input:
```
! wB97M-V def2-TZVPD RIJCOSX def2/J DEFGRID3
* xyz 0 1
C 2.794 -0.024 0.099
S 1.189 -0.843 -0.091
C 0.063 0.409 -0.543
C -0.709 1.066 0.518
C -1.418 0.186 -0.493
C -1.940 -1.166 0.154
H 3.414 -0.762 0.459
H 3.276 0.274 -0.926
H 2.725 0.885 0.691
H 0.293 0.976 -1.408
H -0.738 0.702 1.544
H -0.705 2.237 0.387
H -2.011 0.580 -1.297
H -2.469 -1.713 -0.601
H -2.630 -1.016 0.983
H -1.132 -1.792 0.524
*
```

Lowest unoccupied orbital energy = 1.03 eV
Kohn-Sham gap = 9.275 eV
ΔE to the lowest compared entry with this formula, charge and spin = 1.660 eV
SMILES string = CS[C@@H]1C[C@@H]1C
Largest force on an atom = 4.1 eV Å⁻¹


# C4H8N2

One molecule with the formula C4H8N2 (ωB97M-V with the def2-TZVPD basis set, the Open Molecules 2025 dataset).

Geometry as ORCA input:
```
! wB97M-V def2-TZVPD RIJCOSX def2/J DEFGRID3
* xyz 0 1
C 1.958 -0.012 0.334
N 0.632 -0.594 0.397
C -0.323 0.054 -0.461
C -1.686 -0.638 -0.358
C -0.594 1.486 -0.099
N -1.188 2.364 0.366
H 2.417 -0.273 -0.626
H 2.577 -0.430 1.131
H 1.955 1.088 0.425
H 0.278 -0.647 1.347
H 0.050 0.014 -1.490
H -2.439 -0.085 -0.921
H -1.622 -1.662 -0.732
H -2.017 -0.665 0.687
*
```

Lowest unoccupied orbital energy = 1.00 eV
Kohn-Sham gap = 10.675 eV
ΔE to the lowest compared entry with this formula, charge and spin = 0.656 eV
SMILES string = CN[C@@H](C)C#N
Largest force on an atom = 1.4 eV Å⁻¹


# C24H21NO2

A 2-piece molecular cluster, C24H21NO2 overall (ωB97M-V with the def2-TZVPD basis set, the Open Molecules 2025 dataset).

Geometry as ORCA input:
```
! wB97M-V def2-TZVPD RIJCOSX def2/J DEFGRID3
* xyz 0 1
C 2.423 -0.414 -2.067
N 3.267 -1.105 -2.505
C -0.854 -2.196 6.502
O -1.658 -2.480 5.338
C -1.342 -1.847 4.175
C -2.010 -2.294 3.010
C -1.687 -1.762 1.778
C -0.755 -0.703 1.663
C -0.360 -0.158 0.366
C -0.315 -1.011 -0.760
C 0.075 -0.636 -2.047
C -0.100 -1.480 -3.217
C 0.113 -0.930 -4.504
C 0.031 -1.721 -5.645
C -0.296 -3.082 -5.537
C -0.534 -3.637 -4.273
C -0.449 -2.848 -3.122
C -0.010 1.260 0.279
C -0.725 2.231 1.031
C -0.444 3.576 0.918
C 0.618 4.003 0.085
O 0.861 5.338 0.039
C 2.007 5.791 -0.720
C 1.367 3.046 -0.641
C 1.044 1.709 -0.528
C -0.150 -0.219 2.848
C -0.398 -0.794 4.082
H -1.317 -2.783 7.293
H 0.186 -2.516 6.349
H -0.877 -1.128 6.754
H -2.756 -3.079 3.112
H -2.176 -2.142 0.881
H -0.615 -2.045 -0.588
H 0.122 0.433 -2.273
H 0.383 0.127 -4.582
H 0.230 -1.281 -6.622
H -0.347 -3.703 -6.431
H -0.781 -4.698 -4.183
H -0.613 -3.304 -2.141
H -1.525 1.912 1.699
H -1.007 4.327 1.466
H 1.983 6.875 -0.614
H 2.940 5.385 -0.302
H 1.918 5.506 -1.778
H 2.190 3.355 -1.285
H 1.644 0.964 -1.072
H 0.572 0.596 2.795
H 0.127 -0.441 4.971
*
```

Lowest unoccupied orbital energy = -1.61 eV
Kohn-Sham gap = 6.531 eV
ΔE to the lowest compared entry with this formula, charge and spin = 3.599 eV
Largest force on an atom = 2.2 eV Å⁻¹


# CH4ClOPS2

One molecule with the formula CH4ClOPS2 (ωB97M-V with the def2-TZVPD basis set, the Open Molecules 2025 dataset).

Geometry as ORCA input:
```
! wB97M-V def2-TZVPD RIJCOSX def2/J DEFGRID3
* xyz 0 1
C -0.552 -0.052 -2.357
O -0.330 -0.025 2.578
P -0.307 0.252 0.989
S -0.085 -1.769 0.562
S 1.682 1.026 0.716
Cl -0.012 -1.494 -1.797
H -1.720 -0.049 -2.490
H -0.055 0.760 -1.834
H 0.149 -0.924 2.831
H 1.230 2.274 0.804
*
```

Lowest unoccupied orbital energy = -1.75 eV
Kohn-Sham gap = 6.901 eV
ΔE to the lowest compared entry with this formula, charge and spin = 4.255 eV
Largest force on an atom = 3.2 eV Å⁻¹


# C45H42N6O3RuSi

C45H42N6O3RuSi as an isolated structure (ωB97M-V with the def2-TZVPD basis set, the Open Molecules 2025 dataset).

Geometry as ORCA input:
```
! wB97M-V def2-TZVPD RIJCOSX def2/J DEFGRID3
* xyz 2 5
Ru 0.588 0.320 -0.220
C -0.780 0.900 1.341
Si -1.025 0.634 3.187
C -1.379 -1.400 3.366
N -1.231 -2.068 2.168
C -2.364 -2.338 1.338
C -2.949 -3.719 1.723
C -1.833 -4.632 2.243
C -0.514 -4.320 1.543
C -0.084 -2.869 1.859
C 0.484 0.955 4.295
C 0.585 0.393 5.568
C 1.597 0.773 6.431
C 2.514 1.736 6.041
C 2.416 2.316 4.788
C 1.417 1.922 3.918
C -2.462 1.479 4.093
C -2.161 2.344 5.150
C -3.161 3.015 5.826
C -4.485 2.839 5.460
C -4.802 1.996 4.405
C -3.800 1.321 3.732
H -0.646 1.991 1.210
H -1.732 0.653 0.840
H -2.395 -1.454 3.740
H -0.677 -1.745 4.116
H -2.035 -2.355 0.295
H -3.106 -1.550 1.458
H -3.428 -4.159 0.850
H -3.713 -3.601 2.490
H -2.106 -5.673 2.072
H -1.708 -4.499 3.319
H -0.637 -4.469 0.472
H 0.258 -5.002 1.893
H 0.435 -2.429 0.986
H 0.602 -2.866 2.707
H -0.136 -0.344 5.897
H 1.658 0.334 7.413
H 3.297 2.036 6.718
H 3.108 3.091 4.496
H 1.344 2.379 2.941
H -1.133 2.495 5.441
H -2.896 3.675 6.637
H -5.265 3.360 5.993
H -5.833 1.866 4.110
H -4.067 0.668 2.914
O -2.562 1.436 -2.527
C -1.596 0.856 -2.091
O -0.648 1.354 -1.394
C -1.394 -0.635 -2.416
C -2.127 -1.241 -3.428
C -1.837 -2.557 -3.749
C -0.820 -3.202 -3.059
C -0.148 -2.524 -2.055
N -0.445 -1.270 -1.725
H -2.888 -0.668 -3.936
H -2.385 -3.062 -4.529
H -0.550 -4.215 -3.303
H 0.650 -2.995 -1.495
C 14.217 -0.205 0.660
O 13.426 -0.151 -0.511
C 12.104 -0.091 -0.428
C 11.383 -0.086 0.777
C 10.012 -0.072 0.759
C 9.304 -0.053 -0.452
C 10.025 -0.017 -1.656
C 11.393 -0.036 -1.646
C 7.869 -0.070 -0.479
N 7.107 0.102 -1.546
C 5.829 0.042 -1.117
C 5.808 -0.195 0.270
N 7.109 -0.259 0.648
C 4.628 -0.315 1.031
C 4.594 -0.512 2.417
C 3.372 -0.655 3.027
C 2.214 -0.569 2.262
N 2.200 -0.310 0.956
C 3.403 -0.197 0.329
C 3.405 0.095 -1.076
N 2.193 0.284 -1.641
C 2.124 0.606 -2.922
C 3.255 0.751 -3.729
C 4.506 0.569 -3.179
C 4.603 0.229 -1.824
H 15.252 -0.226 0.324
H 14.012 -1.112 1.235
H 14.057 0.681 1.281
H 11.896 -0.092 1.724
H 9.493 -0.070 1.705
H 9.473 0.010 -2.582
H 11.958 -0.013 -2.562
H 7.449 -0.461 1.574
H 5.507 -0.541 2.987
H 3.305 -0.822 4.088
H 1.256 -0.691 2.738
H 1.138 0.777 -3.334
H 3.143 1.015 -4.769
H 5.412 0.702 -3.752
*
```

Lowest unoccupied orbital energy (alpha / beta) = -5.78 / -7.24 eV
Kohn-Sham gap (alpha / beta) = 5.930 / 4.467 eV
Largest force on an atom = 2.5 eV Å⁻¹
<S²> = 6.024


# C27H56F3NO19

A 8-piece molecular cluster, C27H56F3NO19 overall (ωB97M-V with the def2-TZVPD basis set, the Open Molecules 2025 dataset).

Geometry as ORCA input:
```
! wB97M-V def2-TZVPD RIJCOSX def2/J DEFGRID3
* xyz 0 1
N -56.801 -30.434 -44.542
H -56.228 -30.545 -45.349
H -57.072 -29.434 -44.464
H -56.503 -30.809 -43.698
H -57.570 -30.881 -44.855
O -57.341 -32.411 -46.971
H -57.976 -33.008 -47.441
C -56.455 -28.418 -40.091
C -56.289 -27.514 -41.374
O -57.598 -26.851 -41.299
C -58.303 -27.203 -40.104
O -59.464 -26.858 -39.898
O -57.707 -28.102 -39.430
F -56.293 -28.144 -42.466
H -55.529 -28.204 -39.426
H -56.335 -29.400 -40.523
H -55.285 -26.782 -41.220
C -54.016 -32.180 -47.772
C -54.765 -32.756 -48.961
O -54.297 -34.082 -49.026
C -53.359 -34.295 -48.123
O -52.788 -35.393 -47.838
O -53.055 -33.191 -47.477
F -54.485 -32.094 -50.060
H -54.597 -32.027 -46.892
H -53.568 -31.412 -47.891
H -55.806 -33.031 -48.940
C -58.000 -30.825 -49.611
C -57.288 -29.740 -48.681
O -58.055 -28.597 -48.983
C -59.116 -28.928 -49.582
O -60.000 -28.036 -49.803
O -59.201 -30.234 -49.857
F -56.000 -29.621 -48.747
H -58.243 -31.804 -49.234
H -57.704 -30.839 -50.551
H -57.798 -29.970 -47.617
C -59.249 -30.547 -41.569
O -59.441 -30.376 -43.027
C -60.639 -30.857 -43.593
C -60.739 -30.421 -45.032
O -60.348 -29.225 -45.030
C -60.335 -28.581 -46.278
C -59.681 -27.145 -46.337
O -58.445 -27.150 -45.647
C -57.935 -25.851 -45.459
H -58.382 -30.107 -41.363
H -59.446 -31.654 -41.289
H -59.929 -30.014 -41.038
H -61.658 -30.527 -43.005
H -60.543 -31.996 -43.401
H -61.860 -30.673 -45.254
H -60.131 -31.214 -45.582
H -61.312 -28.551 -46.860
H -59.921 -29.249 -46.868
H -60.505 -26.446 -46.075
H -59.566 -27.160 -47.336
H -57.378 -25.346 -46.354
H -57.194 -25.905 -44.719
H -58.826 -25.329 -45.037
C -54.898 -27.375 -46.189
O -54.487 -28.730 -46.069
C -53.454 -28.852 -44.986
C -53.013 -30.309 -44.737
O -53.893 -30.919 -44.171
C -53.558 -32.192 -43.574
C -54.755 -33.044 -43.305
O -55.605 -32.258 -42.464
C -56.714 -32.976 -41.859
H -54.870 -26.856 -45.266
H -55.872 -27.620 -46.614
H -54.415 -26.842 -46.964
H -53.924 -28.597 -44.014
H -52.756 -27.997 -45.196
H -52.047 -30.146 -44.100
H -52.588 -30.703 -45.769
H -52.855 -32.002 -42.916
H -53.069 -32.710 -44.440
H -54.431 -34.094 -42.860
H -55.254 -33.229 -44.186
H -57.324 -33.144 -42.792
H -57.203 -32.306 -41.378
H -56.493 -33.927 -41.526
C -56.281 -39.248 -44.610
O -56.962 -38.122 -45.097
C -56.378 -36.879 -44.920
C -57.394 -35.737 -45.370
O -58.306 -35.531 -44.536
C -59.306 -34.676 -44.842
C -60.577 -34.793 -43.884
O -60.133 -34.599 -42.545
C -61.089 -34.745 -41.556
H -57.020 -40.079 -45.060
H -56.111 -39.283 -43.548
H -55.283 -39.152 -44.894
H -55.437 -36.857 -45.604
H -56.013 -36.697 -43.980
H -57.851 -35.922 -46.256
H -56.770 -34.958 -45.523
H -59.787 -34.745 -45.897
H -58.895 -33.533 -44.602
H -60.935 -35.873 -43.678
H -61.285 -34.187 -44.229
H -61.932 -35.752 -41.781
H -61.904 -34.041 -41.556
H -60.707 -34.548 -40.484
*
```

Lowest unoccupied orbital energy = -0.14 eV
Kohn-Sham gap = 7.481 eV
ΔE to the lowest compared entry with this formula, charge and spin = 2.250 eV
Largest force on an atom = 13.1 eV Å⁻¹


# C5H11NO2S

C5H11NO2S as an isolated structure (ωB97M-V with the def2-TZVPD basis set, the Open Molecules 2025 dataset).

Geometry as ORCA input:
```
! wB97M-V def2-TZVPD RIJCOSX def2/J DEFGRID3
* xyz 0 1
C -1.170 -0.520 0.298
C -2.372 0.330 -0.238
C 0.024 0.070 -0.348
C 1.013 -0.893 0.111
C 3.009 1.203 -0.008
H -2.186 -1.716 -0.860
H -1.766 -2.336 0.974
H -1.078 -0.612 1.342
H 0.387 0.986 0.173
H 0.033 0.240 -1.474
H 0.963 -0.570 1.229
H 0.892 -1.995 0.061
H 4.112 1.235 0.067
H 2.768 1.145 1.072
H 2.587 2.124 -0.354
H -2.762 2.284 -0.841
N -1.399 -1.874 -0.009
O -3.364 -0.221 -0.727
O -2.266 1.670 0.097
S 2.574 -0.549 -0.562
*
```

Lowest unoccupied orbital energy = 0.05 eV
Kohn-Sham gap = 8.431 eV
ΔE to the lowest compared entry with this formula, charge and spin = 4.100 eV
Largest force on an atom = 6.0 eV Å⁻¹


# C24H32N4O4

One molecule with the formula C24H32N4O4 (ωB97M-V with the def2-TZVPD basis set, the Open Molecules 2025 dataset).

Geometry as ORCA input:
```
! wB97M-V def2-TZVPD RIJCOSX def2/J DEFGRID3
* xyz 0 1
C -6.784 -3.683 -1.217
C -7.702 -2.739 -0.530
C -7.413 -1.547 0.001
C -8.496 -0.719 0.644
C -6.027 -0.998 -0.007
O -5.030 -1.690 -0.021
N -5.986 0.375 0.008
C -4.880 1.220 0.018
C -5.123 2.597 -0.002
C -4.072 3.492 0.014
C -2.766 3.039 0.050
C -2.510 1.668 0.069
C -1.149 1.170 0.105
N -0.864 -0.071 0.101
O 0.479 -0.274 0.142
C 1.195 0.988 0.181
C 0.086 2.046 0.153
C 2.110 1.018 1.413
C 3.407 0.324 0.970
C 3.450 -1.133 1.475
N 2.674 -1.991 0.794
O 4.154 -1.451 2.409
N 3.399 0.433 -0.476
C 4.371 0.060 -1.346
O 4.212 0.202 -2.544
C 5.651 -0.480 -0.747
C 6.614 0.683 -0.481
C 7.867 0.265 0.291
C 8.774 -0.715 -0.466
C 8.563 -2.169 -0.058
C 2.180 1.031 -0.987
C -3.570 0.761 0.054
H -7.199 -3.962 -2.185
H -6.695 -4.593 -0.623
H -5.793 -3.262 -1.345
H -8.733 -3.074 -0.479
H -9.351 -1.349 0.880
H -8.850 0.068 -0.026
H -8.144 -0.262 1.567
H -6.873 0.857 -0.023
H -6.140 2.961 -0.029
H -4.273 4.553 -0.002
H -1.954 3.750 0.061
H 0.151 2.685 -0.728
H 0.090 2.671 1.047
H 1.648 0.515 2.262
H 2.312 2.054 1.685
H 4.280 0.826 1.403
H 1.968 -1.661 0.155
H 2.603 -2.937 1.131
H 6.092 -1.154 -1.481
H 5.460 -1.026 0.174
H 6.901 1.127 -1.436
H 6.097 1.454 0.096
H 8.430 1.174 0.515
H 7.569 -0.178 1.243
H 9.818 -0.457 -0.274
H 8.608 -0.608 -1.540
H 9.230 -2.819 -0.621
H 7.541 -2.488 -0.239
H 8.776 -2.298 1.001
H 1.823 0.470 -1.854
H 2.371 2.065 -1.302
H -3.357 -0.294 0.069
*
```

Lowest unoccupied orbital energy = 0.37 eV
Kohn-Sham gap = 9.050 eV
ΔE to the lowest compared entry with this formula, charge and spin = 3.180 eV
SMILES string = C/C=C(/C)C(=O)Nc1cccc(C2=NO[C@@]3(C2)C[C@@H](C(N)=O)N(C(=O)CCCCC)C3)c1
Largest force on an atom = 1.1 eV Å⁻¹